Density functional theory data (the ωB97M-V functional and the def2-TZVPD basis) for the molecule C25H34N4O2.

Geometry (Å):
1 H -0.647 -1.996 -2.026
2 C -3.266 -0.207 -0.478
3 H 1.143 1.376 -1.779
4 C -0.834 -0.261 -0.771
5 H 8.123 -2.465 2.333
6 H 0.807 -2.271 -4.036
7 N -2.072 -0.762 -0.204
8 C -1.636 2.521 1.649
9 H -4.086 -1.373 1.136
10 C 1.920 -1.184 -1.731
11 C 0.853 -0.585 -2.669
12 H -0.972 0.818 -0.916
13 H -5.734 0.761 -0.280
14 H -4.819 0.391 2.618
15 H -1.106 4.270 0.508
16 H -5.975 1.637 2.086
17 C 1.007 -1.201 -4.061
18 H 2.898 -0.782 -1.997
19 H 0.311 -0.740 -4.758
20 O -3.400 0.703 -1.277
21 H -1.306 -0.576 -2.846
22 C -2.775 1.551 1.905
23 C 6.321 -2.329 1.198
24 H -6.441 -0.389 0.865
25 C 7.738 -2.783 1.365
26 H 6.738 -0.967 -0.398
27 H -0.734 1.932 1.475
28 C 3.670 -1.501 0.900
29 C -1.888 3.507 0.520
30 C -5.121 1.024 1.779
31 H 1.969 -2.270 -1.873
32 N 1.624 -0.891 1.914
33 H -1.875 2.988 -0.441
34 H -3.467 4.891 -0.024
35 O -2.575 0.518 2.529
36 H -1.992 -1.435 0.542
37 C -3.261 4.127 0.726
38 C -4.293 3.017 0.606
39 C 1.565 -0.906 -0.313
40 H 5.576 -3.555 2.786
41 C -4.437 -0.866 0.237
42 N 2.330 -1.100 0.793
43 H 7.798 -3.870 1.325
44 C 0.312 -0.541 0.137
45 H 8.376 -2.369 0.587
46 C 4.664 -0.966 0.091
47 H -4.845 -1.614 -0.449
48 H -0.346 -0.323 2.266
49 H 1.969 1.150 -3.319
50 C 5.973 -1.388 0.239
51 H -3.316 4.590 1.714
52 N -4.010 1.908 1.497
53 C -5.526 0.142 0.594
54 H 4.426 -0.203 -0.633
55 C -0.550 -0.912 -2.135
56 C 0.411 -0.544 1.540
57 C 4.010 -2.428 1.881
58 C 1.057 0.929 -2.767
59 H 0.222 1.392 -3.287
60 H 2.018 -1.051 -4.436
61 H -5.293 3.393 0.849
62 C 5.321 -2.833 2.023
63 H -1.485 3.062 2.590
64 H -4.301 2.648 -0.428
65 H 3.234 -2.808 2.526

The gap between HOMO and LUMO comes out at 9.15 eV. The LUMO energy comes out at 0.75 eV. The strongest force on any atom comes out at 0.83 eV Å⁻¹. Its total charge is 0. The structure (SMILES) is Cc1ccc(-n2ncc3c2CC(C)(C)C[C@H]3NC(=O)CCCN2CCCCC2=O)cc1.


Density functional theory data (the ωB97M-V functional and the def2-TZVPD basis) for the molecule C25H34N4O4S.

Geometry (Å):
1 O -2.838 -2.403 -0.563
2 H 4.848 2.933 0.384
3 H 6.010 1.753 -3.149
4 C -1.758 -3.660 -2.374
5 H -0.245 -3.065 0.012
6 C -7.725 0.225 -0.421
7 H 4.637 2.810 -3.600
8 C 0.396 -1.182 0.743
9 C -0.547 -2.053 0.214
10 C 2.490 -2.532 0.551
11 H -3.509 -4.157 -1.212
12 C -1.254 0.571 0.796
13 H -8.348 -0.657 -0.378
14 C 6.516 3.079 -0.982
15 H 4.307 -3.323 0.558
16 C 5.649 2.279 -0.010
17 C 0.748 2.239 1.996
18 H 2.171 -0.825 1.580
19 C 4.311 1.591 -1.835
20 H -5.507 3.365 -0.501
21 N -3.509 0.080 -0.013
22 H -1.655 -4.672 -2.757
23 C -8.269 1.438 -0.810
24 C -1.835 -1.623 -0.049
25 H 3.724 -0.388 -0.466
26 H -5.988 -0.814 0.248
27 H -2.293 -3.058 -3.105
28 H -0.973 1.809 3.236
29 H -9.313 1.500 -1.078
30 H 3.922 0.726 -2.376
31 O 5.776 3.509 -2.098
32 H -0.121 3.302 3.645
33 C 0.037 0.143 1.044
34 H 5.950 -1.140 0.334
35 C 5.211 2.405 -2.765
36 N 5.095 1.128 -0.701
37 C -7.475 2.573 -0.842
38 H -1.571 1.577 1.006
39 C -4.136 1.257 0.254
40 C 5.260 -0.633 1.010
41 S 2.029 -3.669 -0.565
42 H 0.186 2.779 1.226
43 C 4.492 -1.674 1.837
44 H 6.267 1.941 0.823
45 C -2.529 -3.694 -1.060
46 H 3.461 2.219 -1.511
47 H 6.903 3.980 -0.503
48 H 1.729 2.713 2.104
49 H 3.657 0.826 0.831
50 H 5.206 -2.248 2.434
51 N 1.709 -1.547 1.041
52 H 5.849 -0.025 1.698
53 H -1.986 -4.276 -0.307
54 H 3.813 -1.174 2.533
55 H 7.356 2.448 -1.311
56 N 3.758 -2.618 1.028
57 H -0.766 -3.241 -2.236
58 H -7.898 3.522 -1.135
59 O -3.593 2.232 0.742
60 C -6.140 2.490 -0.494
61 O 1.046 0.925 1.560
62 H 0.575 1.735 4.085
63 C 0.007 2.271 3.328
64 C -6.387 0.136 -0.081
65 C -2.192 -0.297 0.250
66 C 4.336 0.253 0.174
67 C -5.580 1.270 -0.125
68 H -4.042 -0.658 -0.453

The gap between HOMO and LUMO comes out at 8.06 eV. The LUMO energy comes out at 0.61 eV. The strongest force on any atom comes out at 0.99 eV Å⁻¹. Its total charge is 0. The structure (SMILES) is CCOc1cc(NC(=S)NCCCN2CCOCC2)c(OCC)cc1NC(=O)c1ccccc1.


Density functional theory data (the ωB97M-V functional and the def2-TZVPD basis) for a cluster of 6 separate species, C25H35B3N6O3 in total.

Geometry (Å):
1 H 3.051 -4.822 -1.511
2 H -6.788 -0.729 0.671
3 C -1.468 2.635 2.239
4 H -4.128 -5.522 -0.275
5 C 3.774 -4.011 -1.390
6 H 3.488 -3.216 -2.083
7 C -6.362 -0.067 1.429
8 H -3.192 -4.051 -0.517
9 C -0.516 4.183 -4.182
10 B 3.812 2.351 -0.803
11 C 0.290 0.063 0.806
12 C 0.588 -7.275 -1.889
13 H 4.863 2.823 -1.043
14 H -3.405 2.318 -1.576
15 C 0.956 -7.304 -0.471
16 C -3.122 -5.140 -0.460
17 C -1.889 4.877 -3.969
18 H 2.366 -1.183 0.591
19 N -1.446 -5.898 1.402
20 N 4.663 1.517 5.435
21 H 5.537 0.269 2.636
22 H -5.881 -0.700 2.179
23 H -2.284 1.286 0.560
24 B 1.777 3.196 0.115
25 H 0.251 0.599 -0.201
26 H 1.766 2.545 -4.441
27 H -2.815 -5.498 -1.446
28 H 1.941 -6.862 -0.301
29 N 3.857 -3.154 1.081
30 N -0.737 0.292 1.798
31 C 0.981 -1.265 2.644
32 C 4.569 0.657 2.964
33 C 3.820 -3.531 -0.006
34 H -7.194 0.443 1.919
35 B 1.943 2.341 -2.125
36 C 1.188 2.079 -3.571
37 H -0.915 -0.593 3.962
38 N -4.673 1.635 0.381
39 C -0.356 -0.523 2.962
40 H -0.807 2.420 3.145
41 N 0.298 -7.252 -3.003
42 H 1.157 4.729 1.656
43 C -1.283 2.133 -2.492
44 H 3.841 -0.150 2.846
45 C -2.897 4.177 -3.008
46 H 4.287 1.453 2.271
47 C -5.416 0.886 0.842
48 O 3.068 2.577 0.433
49 H 4.745 -4.391 -1.718
50 C 0.866 3.640 1.383
51 H 0.989 -8.325 -0.083
52 C 4.621 1.138 4.348
53 H 0.324 4.592 -4.853
54 H 1.106 2.904 2.241
55 H -1.143 4.636 1.322
56 H 1.056 0.955 -3.754
57 H 0.242 -6.748 0.142
58 H -2.423 3.139 2.654
59 H 1.565 -1.975 3.323
60 H -3.896 4.699 -2.827
61 C -1.924 1.206 1.639
62 C -2.657 2.828 -2.281
63 C -0.243 2.846 -3.442
64 H -1.032 3.297 0.065
65 C -0.725 3.573 1.130
66 O 3.110 1.518 -1.790
67 C -2.184 -5.565 0.583
68 H -2.779 0.762 2.261
69 C 1.452 -0.883 1.193
70 O 1.444 3.397 -1.278
71 H -2.068 5.874 -4.492
72 H -1.002 1.142 -1.971

The gap between HOMO and LUMO comes out at 7.73 eV. The LUMO energy comes out at 0.01 eV. The strongest force on any atom comes out at 6.86 eV Å⁻¹. Its total charge is 0. The structure (SMILES) is B1OB(CCCCn2cccc2)OB(Cc2ccccc2)O1.CC#N.CC#N.CC#N.CC#N.CC#N.


Density functional theory data (the ωB97M-V functional and the def2-TZVPD basis) for a cluster of 2 separate species, C25H35BrNO6PS2 in total.

Geometry (Å):
1 H 1.064 1.861 -4.990
2 H -5.017 3.250 6.411
3 H 3.723 -0.962 1.599
4 C -2.020 0.366 -1.554
5 C 2.620 1.255 -3.584
6 H 4.349 1.212 1.554
7 H 2.817 2.028 -1.560
8 C 4.148 0.347 -1.789
9 C 2.824 1.079 -2.093
10 H -4.349 0.854 6.005
11 H -5.982 1.198 5.453
12 H -0.432 3.210 -2.383
13 O 0.806 2.512 0.420
14 C 1.705 -0.249 1.616
15 O -4.656 0.940 3.950
16 C -1.273 -0.529 -2.304
17 H -1.499 1.931 1.983
18 C -1.737 1.722 -1.598
19 H 2.976 -0.960 0.016
20 H 4.821 0.534 -2.625
21 H -3.824 -1.095 2.293
22 H 1.313 2.909 -3.617
23 C 0.101 1.288 -3.137
24 S 0.604 -1.285 -4.103
25 O -2.617 2.084 3.169
26 H -5.240 3.468 4.663
27 C 1.683 -3.517 -2.919
28 H -2.440 -0.250 1.558
29 H 1.653 -0.875 2.501
30 H -0.951 -2.255 0.643
31 H 0.528 -5.574 -0.502
32 C 4.800 0.846 -0.503
33 H 0.942 -0.618 0.929
34 H 2.782 0.294 -4.059
35 H -0.981 0.235 1.776
36 H -1.372 1.198 0.362
37 H 3.115 1.754 0.467
38 C -0.233 -0.072 -3.112
39 C 0.604 -2.644 -2.965
40 C -3.405 -0.125 2.040
41 O -2.455 -0.016 4.477
42 C 3.800 0.936 0.655
43 C -0.490 -3.850 -1.215
44 H 2.534 -3.356 -3.564
45 H 3.396 1.911 -3.978
46 H 2.023 0.468 -1.674
47 H -4.076 0.439 1.397
48 H 5.589 0.144 -0.223
49 C 0.572 -4.756 -1.202
50 H 5.264 1.820 -0.641
51 P -1.918 -4.020 -0.066
52 O -1.870 -2.556 0.684
53 O 1.399 1.093 2.034
54 H -2.284 -2.207 -2.902
55 C 1.259 1.865 -3.920
56 C 1.663 -4.602 -2.052
57 H -2.842 0.028 -0.942
58 H -2.332 2.404 -1.013
59 N -1.610 -1.917 -2.203
60 S -3.135 0.794 3.513
61 H 2.474 -5.311 -2.016
62 C 0.481 1.678 1.202
63 C -0.500 -2.793 -2.133
64 C -4.691 2.916 5.426
65 C -4.932 1.426 5.281
66 H -3.637 3.162 5.314
67 Br -1.094 -5.341 1.554
68 C -0.674 2.157 -2.372
69 C 3.082 -0.389 0.933
70 C -0.947 1.237 1.361
71 H 4.000 -0.728 -1.728

The gap between HOMO and LUMO comes out at 8.65 eV. The LUMO energy comes out at 0.26 eV. The strongest force on any atom comes out at 2.05 eV Å⁻¹. Its total charge is 0. The structure (SMILES) is CC(=O)OCCCCCCCCc1cccc2c1Sc1cccc(P(O)Br)c1N2.CCOS(C)(=O)=O.


Density functional theory data (the ωB97M-V functional and the def2-TZVPD basis) for a cluster of 2 separate species, C25H35F2Si in total.

Geometry (Å):
1 H -4.024 -1.209 -0.150
2 C -6.111 -1.301 0.438
3 H 5.711 -2.631 -1.446
4 C -5.269 -0.178 2.864
5 H 3.482 -2.295 0.751
6 C -2.483 1.056 2.746
7 H 4.926 0.761 -3.163
8 H 0.359 2.218 4.275
9 H 2.774 3.420 -1.856
10 H 3.946 -0.620 1.152
11 C -2.919 -0.071 1.995
12 C 4.447 1.582 -2.614
13 Si 2.559 -0.381 -1.580
14 C -0.022 0.398 -0.330
15 H -0.010 1.449 -0.630
16 H -0.132 -1.809 -1.903
17 H 1.912 0.430 0.593
18 C 4.195 -1.490 0.533
19 H 2.640 -2.180 -3.177
20 H 4.917 -0.320 -1.109
21 F -3.817 3.945 4.584
22 H -6.435 -1.739 -0.505
23 C 1.314 -0.818 -4.163
24 H 1.077 -3.051 -1.493
25 H 4.051 -3.213 -1.668
26 H 4.996 1.748 -1.677
27 H -4.404 2.128 2.816
28 C 0.695 -2.412 -2.300
29 H 2.459 1.262 -3.336
30 H 2.434 2.349 -0.484
31 C 2.311 2.466 -1.569
32 H -2.140 0.294 -0.228
33 H -1.197 -1.301 0.125
34 H -2.214 -0.890 1.848
35 C -1.119 1.153 3.147
36 F -7.521 -0.239 3.629
37 C -1.589 3.128 4.482
38 H 5.195 -1.834 0.831
39 H 4.785 -2.102 -2.856
40 C -0.690 2.170 3.985
41 C -7.059 -1.047 1.442
42 C -1.194 -0.225 -0.073
43 C 4.707 -2.339 -1.787
44 C 4.205 -1.146 -0.960
45 C 1.796 -1.531 -2.896
46 H -4.963 0.236 3.825
47 H 1.238 2.538 -1.783
48 H -1.285 3.891 5.195
49 C -3.368 2.106 3.149
50 C -6.601 -0.492 2.636
51 H 0.934 -1.562 -4.876
52 H -8.114 -1.279 1.309
53 H 4.557 2.491 -3.224
54 C 1.345 -0.209 -0.112
55 C -4.311 -0.397 1.828
56 H 1.250 -1.206 0.356
57 C -4.765 -1.006 0.626
58 H 0.500 -0.112 -3.947
59 H -0.425 0.390 2.783
60 H 2.127 -0.275 -4.661
61 H 0.294 -3.075 -3.079
62 C -2.912 3.057 4.046
63 C 2.954 1.319 -2.355

The gap between HOMO and LUMO comes out at 5.30 eV. The LUMO energy comes out at -6.18 eV. The strongest force on any atom comes out at 2.29 eV Å⁻¹. Its total charge is +1.


Density functional theory data (the ωB97M-V functional and the def2-TZVPD basis) for a structure of composition C25H35HgN12O3.

Geometry (Å):
1 C -1.055 -1.855 4.222
2 H -2.568 -0.330 0.732
3 H 1.403 -4.277 -0.983
4 H 6.965 1.101 0.784
5 H -4.575 1.524 -0.362
6 C -3.554 2.142 1.430
7 C 5.451 -0.160 0.546
8 N 5.164 -1.541 0.552
9 H -1.788 -4.813 -0.829
10 C 0.162 2.043 -2.027
11 H 0.108 -5.068 1.960
12 C -1.193 -1.046 -3.998
13 H 7.088 -0.240 1.715
14 C -2.027 -3.984 -0.156
15 C 0.688 5.669 -2.970
16 N -0.152 0.969 -2.709
17 N -1.219 3.385 2.789
18 O 0.375 2.162 -0.785
19 C -4.091 1.055 0.503
20 H -0.188 2.346 -4.714
21 C -1.857 4.044 1.646
22 H -1.940 -0.263 -4.139
23 H 3.087 -3.552 2.505
24 N -2.997 0.238 0.011
25 H -2.596 4.766 2.021
26 C 3.329 0.406 1.252
27 C 0.273 3.292 -2.864
28 H -1.137 4.610 1.040
29 C 0.473 5.657 -4.341
30 H 0.551 6.574 -4.915
31 H -4.390 2.740 1.816
32 H 0.569 -5.667 0.357
33 Hg 0.545 -0.078 0.115
34 H 1.611 -5.993 1.757
35 H 1.375 -3.342 2.960
36 N 2.182 0.158 1.445
37 C 0.058 3.287 -4.241
38 H 4.203 -1.752 0.292
39 C 2.101 -3.232 2.153
40 H -0.010 4.441 -6.045
41 H 2.161 -2.184 1.874
42 N -0.662 -1.443 6.726
43 N -0.842 0.051 2.521
44 N -0.301 -0.169 -1.927
45 C 1.878 -3.617 -0.236
46 C 0.589 4.493 -2.238
47 H -3.248 -0.361 -0.763
48 C -2.535 3.035 0.733
49 C 0.159 4.459 -4.974
50 O -0.817 -2.030 0.402
51 H -0.313 -0.734 -4.560
52 N -1.705 -4.230 3.501
53 H -0.377 3.874 3.062
54 H -1.766 2.410 0.276
55 C -1.410 -3.152 3.810
56 N 1.663 -4.027 1.020
57 H -1.786 -4.253 0.870
58 C -0.855 -1.182 -2.531
59 H -3.088 1.660 2.293
60 N 4.543 0.715 1.116
61 C -1.239 -2.408 -1.910
62 H -1.686 -3.140 -2.572
63 C -0.836 -1.615 5.595
64 H 0.934 6.597 -2.468
65 H -3.104 -3.809 -0.219
66 H -3.021 3.573 -0.091
67 C -1.282 -2.717 -0.551
68 N 6.833 0.098 0.779
69 C 0.948 -5.254 1.292
70 C -0.940 -0.808 3.290
71 H -4.872 0.487 1.035
72 O 2.519 -2.636 -0.585
73 H 5.787 -2.028 -0.078
74 H 0.752 4.474 -1.168
75 H -0.933 2.442 2.538
76 H -1.573 -1.990 -4.386

The gap between HOMO and LUMO (spin up / spin down) comes out at 5.04 / 6.48 eV. The LUMO energy (spin up / spin down) comes out at 4.50 / 4.50 eV. As for the multiplicity: 2. The strongest force on any atom comes out at 0.24 eV Å⁻¹. Its total charge is -2.


Density functional theory data (the ωB97M-V functional and the def2-TZVPD basis) for a structure of composition C25H35N10O2S2Tl.

Geometry (Å):
1 H 2.954 -1.421 -1.041
2 N -0.070 -1.813 2.265
3 C -2.538 3.836 1.038
4 H 1.733 1.313 -5.667
5 H -4.631 -1.851 3.643
6 H -3.609 4.060 1.019
7 C -3.557 -0.881 2.056
8 H 4.164 -2.479 -1.627
9 C -2.258 -1.433 2.470
10 H 4.437 -4.034 -3.593
11 H 3.437 -4.908 3.479
12 H 5.654 -1.830 1.465
13 N -1.116 -0.300 -3.913
14 C -4.787 0.412 0.610
15 H -3.163 2.160 2.262
16 H -1.187 5.283 -0.565
17 C 4.677 -3.449 2.496
18 C -2.301 2.825 2.192
19 N -1.120 1.977 2.045
20 C 2.229 -3.051 -1.982
21 S 0.600 -2.703 -1.765
22 C 0.650 3.542 1.290
23 H 2.686 -0.035 0.874
24 H 0.938 4.665 -1.158
25 C 0.286 3.781 -1.118
26 H 5.600 -3.978 2.703
27 C 2.295 -3.271 2.698
28 H -1.240 1.148 2.613
29 C -0.171 -1.116 -4.406
30 H 4.030 -5.659 -3.023
31 H -0.282 -2.171 -4.206
32 O 1.125 -0.190 1.129
33 C -1.132 1.068 -4.108
34 H 1.642 3.922 1.559
35 H -2.257 3.405 3.126
36 N 3.203 -2.183 -1.652
37 H 0.418 3.233 -2.053
38 S -2.422 1.952 -3.548
39 C 0.889 0.820 -5.189
40 C 3.465 -3.969 2.940
41 N -1.193 -1.203 1.806
42 H -6.905 0.583 0.933
43 H 0.106 3.151 3.333
44 C 0.864 -0.584 -5.105
45 C 2.305 -2.057 2.011
46 C 4.005 -4.604 -2.765
47 N 2.633 -4.229 -2.497
48 H -4.774 1.041 -0.276
49 H 1.484 2.383 -0.189
50 H 4.629 -4.469 -1.879
51 H 1.886 -4.817 -2.821
52 H -6.820 -0.888 2.959
53 C 4.716 -2.253 1.805
54 C -4.705 -1.194 2.785
55 H -0.010 4.408 1.247
56 N -2.079 3.400 -0.275
57 C 0.160 2.596 2.385
58 H -1.554 4.398 -2.034
59 O 3.625 -0.393 0.860
60 H -2.228 -2.058 3.363
61 C -1.182 4.287 -1.017
62 C -5.975 0.153 1.278
63 H 1.338 -3.649 3.031
64 H 0.884 1.790 2.500
65 H -1.871 -0.666 -3.351
66 N -0.039 1.615 -4.715
67 Tl -0.997 0.574 -0.329
68 H -2.042 4.774 1.291
69 H 1.642 -1.199 -5.527
70 N -3.610 -0.073 0.991
71 N 0.630 2.896 -0.017
72 C -5.922 -0.665 2.396
73 H -2.849 3.118 -0.861
74 C 1.043 -1.290 1.772
75 C 3.538 -1.552 1.554

The gap between HOMO and LUMO comes out at 7.50 eV. The LUMO energy comes out at 0.21 eV. The strongest force on any atom comes out at 0.34 eV Å⁻¹. Its total charge is 0.


Look up the strongest force on any atom of the fourth one.
2.05 eV Å⁻¹


Which of these has the lowest strongest force on any atom?
C25H35HgN12O3


What is the total charge in the second record?
0